A molecular structure, C27H20EuN4O3, computed with ωB97M-V/def2-TZVPD.

Each line ends with the Löwdin spin population.
CARTESIAN COORDINATES (ANGSTROEM)
1 Eu -0.191 -0.400 -0.106  6.085
2 C -1.074 0.137 -4.513  0.000
3 O 0.260 -0.190 -4.918  0.000
4 C 1.290 0.373 -4.226  0.000
5 C 2.382 0.798 -4.966  0.000
6 C 3.495 1.370 -4.363  0.001
7 C 3.511 1.521 -2.991  0.000
8 C 2.433 1.077 -2.221  0.001
9 C 2.601 1.198 -0.768  -0.001
10 N 1.876 0.642 0.128  -0.008
11 N 2.275 0.899 1.468  0.003
12 C 1.385 0.444 2.297  0.001
13 O 0.266 -0.144 1.965  -0.008
14 C 1.653 0.652 3.749  -0.001
15 C 0.593 0.621 4.647  0.000
16 C 0.821 0.837 6.000  0.000
17 C 2.108 1.069 6.463  0.000
18 C 3.170 1.089 5.566  0.000
19 C 2.945 0.885 4.215  0.000
20 C 1.301 0.494 -2.828  -0.001
21 O 0.292 0.062 -2.084  -0.008
22 H -1.700 -0.064 -5.378  0.000
23 H -1.139 1.194 -4.248  0.000
24 H -1.393 -0.464 -3.667  0.000
25 H 2.334 0.679 -6.042  0.000
26 H 4.332 1.701 -4.963  0.000
27 H 4.362 1.968 -2.491  0.000
28 H 3.448 1.791 -0.421  0.000
29 H -0.406 0.427 4.279  0.000
30 H -0.010 0.822 6.693  0.000
31 H 2.285 1.233 7.519  0.000
32 H 4.178 1.265 5.921  0.000
33 H 3.760 0.909 3.505  0.000
34 C -3.616 -3.728 0.018  0.087
35 C -2.431 -3.055 -0.014  0.036
36 N -2.289 -1.711 -0.041  0.133
37 C -3.458 -0.949 -0.027  0.099
38 C -4.739 -1.597 -0.001  0.029
39 C -4.812 -2.959 0.022  0.080
40 C -5.918 -0.747 0.001  -0.002
41 C -5.823 0.588 -0.020  -0.002
42 C -4.537 1.261 -0.043  0.029
43 C -4.417 2.621 -0.064  0.081
44 C -3.129 3.216 -0.087  0.085
45 C -2.046 2.388 -0.088  0.037
46 N -2.104 1.039 -0.065  0.128
47 C -3.362 0.436 -0.042  0.101
48 H -3.632 -4.808 0.040  0.005
49 H -1.501 -3.619 -0.020  0.000
50 H -5.780 -3.447 0.043  0.003
51 H -6.887 -1.233 0.019  0.000
52 H -6.715 1.205 -0.019  0.000
53 H -5.308 3.239 -0.063  0.003
54 H -2.997 4.288 -0.106  0.004
55 H -1.047 2.816 -0.110  0.000

Properties
Lowest unoccupied orbital energy (alpha / beta)   -0.4577 / -0.1802 eV
Spin multiplicity   8
Highest occupied orbital energy (alpha / beta)   -5.35 / -8.11 eV
Kohn-Sham gap (alpha / beta)   4.89 / 7.93 eV
E_tot   -59756.319 eV
Strongest force on any atom   2.7 eV/A

A molecular structure, C27H21BrCl3HgN5O4S3, computed with ωB97M-V/def2-TZVPD.

Each line ends with the Löwdin spin population.
CARTESIAN COORDINATES (ANGSTROEM)
1 Hg 0.860 -0.331 2.601  -0.400
2 O 3.461 -1.433 4.335  -0.091
3 N 4.363 -0.636 3.950  -0.027
4 C 5.309 -0.210 4.848  0.025
5 C 6.340 0.658 4.411  -0.029
6 C 6.377 1.059 3.106  0.013
7 C 5.382 0.699 2.236  -0.031
8 C 4.439 -0.299 2.617  -0.001
9 S 3.318 -0.948 1.523  -0.301
10 H 5.185 -0.724 5.832  0.001
11 H 7.076 0.928 5.128  -0.003
12 H 7.127 1.728 2.708  0.002
13 H 5.332 1.088 1.162  -0.002
14 Cl -2.073 4.603 -3.176  0.000
15 C -1.602 2.900 -3.203  0.000
16 C -0.694 2.371 -2.295  0.000
17 C -0.312 1.017 -2.327  0.000
18 C -1.016 0.177 -3.229  0.000
19 C -0.777 -1.338 -3.115  0.000
20 C 0.256 -1.771 -4.154  0.000
21 N 1.092 -0.735 -4.719  0.000
22 C 0.834 0.058 -5.816  0.000
23 C 1.662 1.114 -5.762  0.000
24 N 2.438 0.977 -4.615  0.000
25 C 2.081 -0.117 -4.048  0.000
26 O -0.453 -1.764 -1.835  -0.001
27 C -1.493 -1.879 -0.881  -0.002
28 C -2.675 -1.059 -1.165  0.000
29 C -3.740 -1.593 -1.820  0.000
30 Cl -3.864 -3.159 -2.492  0.000
31 S -5.071 -0.524 -1.881  0.000
32 C -4.150 0.702 -1.209  0.000
33 C -2.901 0.352 -0.802  0.000
34 C -1.843 0.764 -4.143  0.000
35 Cl -2.737 -0.174 -5.365  0.000
36 C -2.135 2.147 -4.217  0.000
37 H -0.144 2.991 -1.551  0.000
38 H 0.408 0.634 -1.683  0.000
39 H -1.797 -1.702 -3.383  0.000
40 H -0.104 -2.331 -5.007  0.000
41 H 0.838 -2.478 -3.581  0.000
42 H 0.001 -0.147 -6.504  0.000
43 H 1.768 1.924 -6.481  0.000
44 H 2.425 -0.558 -3.068  0.000
45 H -1.034 -1.596 0.062  -0.006
46 H -1.772 -2.871 -0.703  0.000
47 H -4.668 1.631 -0.877  0.000
48 H -2.054 0.931 -0.366  0.000
49 H -2.573 2.600 -5.062  0.000
50 S -2.249 3.677 2.506  -0.022
51 C -1.415 2.403 1.807  -0.013
52 N -0.921 1.435 1.324  -0.062
53 Br -4.467 -1.773 3.687  -0.003
54 C -3.239 -0.655 4.727  -0.002
55 C -2.895 -1.134 5.966  0.000
56 C -1.764 -0.594 6.564  -0.001
57 C -1.100 0.569 6.056  -0.008
58 N -1.501 1.000 4.847  -0.020
59 C -2.506 0.456 4.174  -0.016
60 H -3.494 -1.935 6.483  0.000
61 H -1.595 -1.011 7.575  0.000
62 H -0.415 1.202 6.542  0.000
63 H -2.698 0.910 3.229  0.000
64 O 1.731 -3.991 -0.341  0.991
65 O 1.843 -4.233 0.868  1.006

Properties
Lowest unoccupied orbital energy (alpha / beta)   0.6524 / 1.4070 eV
Spin multiplicity   2
Relative energy (zero: lowest compared OMol25 entry of this formula, charge and spin)   318.0 kJ/mol
Net charge   -1
Highest occupied orbital energy (alpha / beta)   -4.92 / -4.63 eV
Kohn-Sham gap (alpha / beta)   5.57 / 6.03 eV
E_tot   -188264.674 eV
Strongest force on any atom   4.4 eV/A

A molecular structure, C27H21ClIN2O8RhS2Si, computed with ωB97M-V/def2-TZVPD.

Each line ends with the Löwdin charge.
CARTESIAN COORDINATES (ANGSTROEM)
1 Rh -0.259 -1.052 1.359  0.930
2 Cl -2.207 4.388 5.048  0.640
3 C -1.291 3.071 4.353  -0.623
4 C 0.028 2.922 4.680  -0.194
5 C 0.795 1.884 4.134  -0.666
6 I 2.815 1.729 4.609  0.868
7 C 0.269 0.975 3.221  -0.464
8 O 0.936 0.026 2.659  -0.224
9 C -1.127 1.155 2.906  -0.136
10 N -1.633 0.266 2.011  -0.011
11 C -2.903 0.287 1.687  -0.073
12 C -3.765 1.264 2.215  -0.029
13 C -3.279 2.210 3.071  -0.023
14 C -1.919 2.175 3.457  -0.177
15 H 0.487 3.619 5.368  0.087
16 H -3.230 -0.488 1.003  0.115
17 H -4.806 1.258 1.922  0.106
18 H -3.921 2.984 3.468  0.088
19 O -1.240 -4.456 0.904  -0.365
20 S -1.934 -3.245 1.331  0.288
21 O -3.373 -3.368 1.436  -0.351
22 O -1.612 -2.123 0.296  -0.501
23 O -1.302 -2.699 2.581  -0.429
24 N 1.148 -2.552 0.891  0.012
25 C 1.814 -2.634 -0.388  -0.307
26 C 1.181 -3.261 -1.454  -0.012
27 C 1.841 -3.364 -2.669  -0.048
28 C 3.121 -2.843 -2.828  -0.267
29 C 3.738 -2.212 -1.761  -0.062
30 C 3.085 -2.105 -0.540  -0.059
31 S 3.955 -2.957 -4.417  0.401
32 O 3.313 -1.932 -5.235  -0.376
33 O 5.355 -2.678 -4.118  -0.385
34 O 3.695 -4.316 -4.872  -0.377
35 H 0.580 -3.396 1.035  0.072
36 H 1.836 -2.505 1.636  0.115
37 H 0.180 -3.656 -1.316  0.113
38 H 1.366 -3.857 -3.507  0.118
39 H 4.736 -1.817 -1.900  0.105
40 H 3.563 -1.605 0.297  0.109
41 C -0.684 -0.822 -4.608  -0.095
42 C 0.608 -0.405 -4.322  -0.084
43 C 0.928 -0.016 -3.028  -0.104
44 C -0.016 -0.055 -2.001  -0.310
45 C -1.307 -0.497 -2.308  -0.121
46 C -1.642 -0.866 -3.602  -0.095
47 Si 0.483 0.407 -0.257  0.688
48 C -0.138 2.162 0.121  -0.292
49 C -1.373 2.626 -0.340  -0.102
50 C -1.883 3.852 0.067  -0.101
51 C -1.164 4.648 0.949  -0.108
52 C 0.074 4.216 1.406  -0.097
53 C 0.576 2.989 0.992  -0.118
54 H -0.937 -1.144 -5.612  0.093
55 H 1.386 -0.436 -5.073  0.086
56 H 1.951 0.275 -2.813  0.100
57 H -2.040 -0.609 -1.518  0.080
58 H -2.643 -1.223 -3.818  0.093
59 H 1.966 0.533 -0.238  0.001
60 H -1.947 2.015 -1.029  0.096
61 H -2.848 4.183 -0.298  0.094
62 H -1.568 5.597 1.283  0.093
63 H 0.642 4.826 2.099  0.102
64 H 1.536 2.654 1.374  0.096

Properties
Lowest unoccupied orbital energy   3.3783 eV
Relative energy (zero: lowest compared OMol25 entry of this formula, charge and spin)   0.0 kJ/mol
Net charge   -2
Highest occupied orbital energy   -3.56 eV
Kohn-Sham gap   6.94 eV
E_tot   -100886.404 eV
Strongest force on any atom   0.1 eV/A

A molecular structure, C27H21ClMgN6OS, computed with ωB97M-V/def2-TZVPD.

Each line ends with the Löwdin charge.
CARTESIAN COORDINATES (ANGSTROEM)
1 Mg 0.186 -0.213 -0.373  0.578
2 C 0.121 5.637 -1.395  -0.174
3 C 0.990 5.233 -0.388  -0.162
4 C 0.767 4.005 0.223  -0.109
5 C -0.318 3.208 -0.162  -0.367
6 C -1.241 3.566 -1.165  -0.068
7 C -0.947 4.812 -1.750  -0.207
8 N -0.400 1.960 0.543  0.075
9 C -1.416 1.721 1.301  -0.226
10 C -2.501 2.656 1.590  -0.008
11 C -3.399 2.389 2.556  -0.107
12 C -3.362 1.171 3.335  -0.124
13 C -2.414 0.242 3.092  -0.047
14 C -1.454 0.447 2.047  -0.216
15 N -0.515 -0.419 1.731  -0.016
16 N -0.301 -1.470 2.476  0.018
17 C 0.816 -2.149 2.058  -0.370
18 C 1.165 -3.321 2.757  -0.049
19 C 2.325 -3.977 2.424  -0.113
20 C 3.133 -3.472 1.407  -0.100
21 C 2.697 -2.335 0.748  -0.178
22 N 1.575 -1.687 1.049  0.085
23 H 0.279 6.590 -1.897  0.065
24 H 1.827 5.854 -0.086  0.070
25 H 1.429 3.661 1.015  0.091
26 H -1.404 1.051 -1.807  -0.083
27 H -1.602 5.183 -2.544  0.046
28 H -2.543 3.554 0.992  0.088
29 H -4.188 3.106 2.761  0.086
30 H -4.107 1.011 4.107  0.078
31 H -2.363 -0.687 3.643  0.090
32 H 0.510 -3.665 3.547  0.094
33 H 2.608 -4.881 2.954  0.089
34 H 4.053 -3.958 1.111  0.084
35 H 3.266 -1.924 -0.076  0.075
36 S 1.683 -2.221 -2.412  0.520
37 C 2.446 -0.689 -2.346  -0.819
38 C 3.514 -0.349 -3.216  -0.139
39 C 4.094 0.892 -3.160  -0.117
40 C 3.630 1.828 -2.234  -0.095
41 C 2.599 1.439 -1.407  -0.124
42 N 2.027 0.230 -1.440  -0.023
43 H 3.842 -1.096 -3.926  0.076
44 H 4.903 1.143 -3.839  0.088
45 H 4.032 2.829 -2.169  0.086
46 H 2.188 2.130 -0.687  0.083
47 Cl -3.639 -5.222 1.300  0.597
48 C -2.894 -4.203 0.086  -0.651
49 C -3.247 -4.336 -1.241  -0.120
50 C -2.627 -3.496 -2.151  -0.052
51 C -1.689 -2.574 -1.702  -0.152
52 N -1.352 -2.469 -0.413  0.091
53 C -1.949 -3.265 0.467  -0.154
54 H -3.985 -5.067 -1.544  0.095
55 H -2.868 -3.545 -3.204  0.100
56 H -1.208 -1.869 -2.366  0.054
57 H -1.673 -3.130 1.508  0.088
58 O -1.099 0.139 -1.729  -0.421

Properties
Lowest unoccupied orbital energy   4.2050 eV
Relative energy (zero: lowest compared OMol25 entry of this formula, charge and spin)   79.2 kJ/mol
Net charge   -2
Highest occupied orbital energy   -0.68 eV
Kohn-Sham gap   4.88 eV
E_tot   -68131.801 eV
Strongest force on any atom   0.3 eV/A